A structure of composition C19H43GaOP3S in a non-equilibrium geometry, computed with ωB97M-V with the def2-TZVPD basis set.

Results
- Charge: +3
- Spin multiplicity: 1
- HOMO-LUMO gap (spin up / spin down): 4.03 / 6.04 eV

CARTESIAN COORDINATES (ANGSTROEM)
Ga 0.443 -1.710 -0.905
P 1.669 -1.471 1.229
P -1.267 1.124 0.683
P 2.353 2.164 -0.657
H -0.429 -3.878 -2.876
C 0.629 -4.009 -3.069
C 1.474 -4.612 -2.222
H 1.158 -5.491 -1.654
C 1.414 -3.025 2.125
C 1.271 -0.239 2.530
C 3.485 -1.255 1.011
C -2.562 1.457 -0.597
C -2.368 0.243 1.850
C -1.347 2.747 1.551
C 3.918 2.777 -1.408
C 2.031 3.584 0.465
C 0.982 2.568 -1.831
H 0.981 -3.753 -4.066
H 2.531 -4.368 -2.156
H 1.347 -3.873 1.426
H 0.492 -2.971 2.724
H 2.261 -3.182 2.804
H 0.261 -0.434 2.926
H 1.338 0.800 2.162
H 2.004 -0.386 3.342
H 3.812 -1.777 0.099
H 3.968 -1.707 1.893
H 3.757 -0.188 0.947
H -3.335 2.061 -0.106
H -2.985 0.510 -0.960
H -2.138 2.012 -1.444
H -3.323 0.781 1.859
H -1.929 0.252 2.852
H -2.537 -0.793 1.541
H -2.282 3.250 1.285
H -0.501 3.375 1.258
H -1.311 2.583 2.633
H 4.396 3.461 -0.674
H 3.847 3.285 -2.387
H 4.551 1.884 -1.528
H 2.769 4.343 0.225
H 2.174 3.280 1.504
H 1.033 4.004 0.329
H 1.358 3.409 -2.417
H 0.053 2.860 -1.309
H 0.750 1.710 -2.475
C 1.852 -0.862 -3.617
C 1.053 -0.627 -4.763
C 1.550 0.159 -5.782
C 2.877 0.598 -5.730
C 3.704 0.285 -4.629
C 3.175 -0.347 -3.519
O 1.417 -1.664 -2.676
H 0.040 -0.298 -1.638
H 0.054 -1.096 -4.792
H 0.921 0.371 -6.640
H 3.294 1.140 -6.583
H 4.753 0.563 -4.601
H 3.733 -0.579 -2.608
C -2.821 -2.580 -1.493
S -1.607 -2.387 -0.173
C -1.696 -3.860 0.848
H -3.733 -2.101 -1.111
H -2.433 -2.088 -2.403
H -2.971 -3.658 -1.629
H -2.507 -3.654 1.561
H -1.955 -4.693 0.187
H -0.752 -4.041 1.374

=====

A structure of composition C19H43N2O2P3Sn in a non-equilibrium geometry, computed with ωB97M-V with the def2-TZVPD basis set.

Results
- Charge: +4
- Spin multiplicity: 1
- HOMO-LUMO gap (spin up / spin down): 4.80 / 4.34 eV

CARTESIAN COORDINATES (ANGSTROEM)
Sn -1.460 1.703 -0.309
P -2.537 -0.796 -0.358
P 1.011 -0.414 1.358
P 1.409 -2.103 -1.841
H -1.270 4.090 -1.887
C -1.540 3.044 -2.056
C -2.921 2.723 -1.810
H -3.587 3.509 -1.416
C -4.230 -0.581 0.294
C -1.969 -2.212 0.659
C -2.870 -1.629 -1.947
C 2.527 0.655 1.412
C 0.309 0.078 2.989
C 1.791 -2.007 1.902
C 1.177 -2.330 -3.659
C 2.167 -3.750 -1.511
C 2.972 -1.128 -1.700
H -0.932 2.539 -2.813
H -3.457 2.018 -2.453
H -4.607 0.417 0.037
H -4.219 -0.706 1.386
H -4.870 -1.352 -0.162
H -1.854 -1.905 1.709
H -1.013 -2.597 0.277
H -2.730 -3.008 0.601
H -3.092 -0.877 -2.715
H -3.748 -2.279 -1.815
H -2.001 -2.232 -2.251
H 3.078 0.470 2.348
H 2.213 1.711 1.372
H 3.177 0.432 0.552
H 1.115 0.211 3.724
H -0.384 -0.698 3.340
H -0.240 1.024 2.886
H 2.564 -1.813 2.660
H 2.246 -2.534 1.052
H 1.015 -2.650 2.340
H 1.478 -3.342 -3.967
H 1.742 -1.571 -4.215
H 0.105 -2.188 -3.867
H 2.643 -4.116 -2.429
H 1.358 -4.433 -1.224
H 2.904 -3.687 -0.702
H 3.508 -1.194 -2.653
H 3.589 -1.530 -0.885
H 2.737 -0.074 -1.517
C 0.911 1.353 -4.264
C 1.515 2.747 -4.326
C 1.964 2.828 -5.750
C 1.221 2.213 -6.734
C 0.072 1.404 -6.449
C -0.179 1.034 -5.154
O 1.598 0.541 -3.618
H 2.267 2.631 -3.529
H 0.816 3.559 -4.052
H 2.840 3.442 -5.985
H 1.477 2.336 -7.791
H -0.552 1.009 -7.247
H -0.981 0.382 -4.811
C -1.227 5.007 1.110
N -1.724 4.325 2.306
C -2.486 3.225 2.298
N -3.024 2.854 3.488
O -2.805 2.567 1.244
H -1.785 4.674 0.221
H -0.156 4.806 0.947
H -1.375 6.089 1.236
H -1.591 4.766 3.216
H -3.573 2.003 3.484
H -2.609 3.191 4.353

=====

A structure of composition C19H43N3O3Se3Si2V, computed with ωB97M-V with the def2-TZVPD basis set.

Results
- Charge: -2
- ⟨S²⟩: 3.76
- Spin multiplicity: 4
- HOMO-LUMO gap (spin up / spin down): 4.94 / 4.95 eV

CARTESIAN COORDINATES (ANGSTROEM)
V 0.451 -0.273 0.076
O -3.498 -2.965 -3.102
C -3.461 -3.320 -1.723
C -4.766 -2.992 -0.995
C -5.912 -3.734 -1.705
O -5.829 -5.161 -1.666
C -5.134 -1.492 -1.156
Se -3.728 -0.168 -1.605
C -4.744 -3.458 0.485
Se -3.037 -3.666 1.482
H -3.439 -1.989 -3.093
H -2.645 -2.808 -1.214
H -3.229 -4.390 -1.661
H -5.938 -3.400 -2.747
H -6.862 -3.473 -1.229
H -4.899 -5.384 -1.783
H -5.622 -1.151 -0.243
H -5.870 -1.405 -1.959
H -5.212 -4.440 0.532
H -5.374 -2.780 1.061
N -1.600 -0.584 2.393
N -1.409 -0.771 0.972
H -0.786 -0.996 2.840
H -2.367 -1.226 2.632
H -2.163 -0.262 0.489
H -1.663 -1.757 0.772
O -0.623 1.001 -1.105
C -0.353 1.529 -2.175
C 1.044 1.577 -2.734
C 1.437 3.074 -2.737
C 0.825 3.895 -1.575
C -0.576 4.485 -1.841
C -1.706 3.451 -1.926
N -1.268 2.347 -2.783
H 1.110 1.129 -3.727
H 1.696 1.011 -2.066
H 1.141 3.534 -3.687
H 2.526 3.138 -2.694
H 1.498 4.728 -1.360
H 0.815 3.286 -0.665
H -0.542 5.048 -2.784
H -0.816 5.209 -1.058
H -2.622 3.883 -2.327
H -1.943 3.023 -0.953
H -0.950 2.672 -3.685
C 2.677 -1.382 2.939
Si 2.514 -2.723 1.629
C 1.050 -3.812 2.059
C 4.079 -3.777 1.728
Se 2.355 -1.912 -0.463
H 3.053 -1.812 3.874
H 1.718 -0.902 3.145
H 3.354 -0.593 2.607
H 1.239 -4.383 2.974
H 0.836 -4.515 1.252
H 0.133 -3.234 2.209
H 4.230 -4.166 2.740
H 4.951 -3.181 1.450
H 4.014 -4.621 1.038
C 3.786 3.893 3.271
Si 3.863 2.995 1.618
C 5.346 1.842 1.640
C 4.151 4.295 0.283
C 2.359 2.068 1.283
C 1.488 1.257 0.970
H 4.708 4.450 3.462
H 3.643 3.178 4.084
H 2.949 4.593 3.293
H 6.290 2.394 1.681
H 5.342 1.215 0.746
H 5.301 1.175 2.503
H 5.095 4.826 0.438
H 3.341 5.029 0.281
H 4.179 3.826 -0.703

=====

- Look up the spin multiplicity of the third one.
  4

=====

- Look up the spin multiplicity of the second one.
  1